Here is a molecular structure, C41H39AsCl5N3OPt from OMol25. Energies are from ωB97M-V/def2-TZVPD.

XYZ file:
```
91
Properties=species:S:1:pos:R:3:lowdin_charge:R:1
Pt 1.25 0.82 1.34 1.104
Cl -0.35 -2.13 1.54 0.773
C -0.56 -0.99 2.83 -0.668
C 0.04 0.25 2.78 -0.352
C -0.17 1.14 3.83 -0.678
Cl 0.66 2.67 3.83 0.726
C -0.99 0.81 4.91 -0.701
Cl -1.25 1.93 6.17 0.736
C -1.59 -0.45 4.95 -0.701
Cl -2.59 -0.87 6.27 0.739
C -1.37 -1.35 3.91 -0.707
Cl -2.11 -2.90 3.97 0.726
C -5.00 2.43 0.78 0.044
N -3.57 2.71 0.72 -0.035
N -2.66 1.71 0.50 0.070
C -1.41 2.22 0.72 -0.381
O -0.35 1.58 0.38 -0.204
C -1.57 3.53 1.19 0.067
C -2.93 3.80 1.18 -0.227
C -3.67 5.01 1.62 0.014
C -2.99 0.56 -0.28 -0.215
C -3.12 -0.66 0.35 -0.029
C -3.50 -1.76 -0.40 -0.060
C -3.75 -1.63 -1.76 -0.063
C -3.62 -0.39 -2.38 -0.058
C -3.23 0.72 -1.64 0.000
H -5.16 1.37 0.61 0.098
H -5.52 3.00 0.01 0.109
H -5.39 2.70 1.76 0.105
H -0.78 4.20 1.48 0.116
H -2.97 5.79 1.90 0.096
H -4.30 4.78 2.48 0.098
H -4.31 5.38 0.82 0.100
H -2.95 -0.73 1.42 0.108
H -3.62 -2.72 0.09 0.116
H -4.07 -2.49 -2.33 0.115
H -3.83 -0.29 -3.43 0.115
H -3.13 1.69 -2.10 0.129
C 0.97 -6.11 -2.00 -0.024
C 1.57 -4.75 -1.83 -0.228
C 0.77 -3.61 -1.83 0.013
C 1.30 -2.33 -1.68 -0.268
C 0.39 -1.14 -1.65 -0.061
C 2.69 -2.25 -1.53 -0.296
As 3.40 -0.48 -1.30 1.512
N 3.15 0.18 0.25 -0.230
C 3.04 -0.44 1.49 -0.484
C 2.87 -1.82 1.79 -0.054
C 2.79 -2.22 3.09 -0.043
C 2.89 -1.29 4.15 -0.031
C 3.08 0.04 3.90 -0.059
C 3.16 0.49 2.56 -0.142
C 3.12 0.70 -2.74 -0.266
C 3.33 0.13 -4.01 -0.261
C 3.95 -1.23 -4.24 -0.037
C 2.96 0.87 -5.12 0.015
C 2.44 2.15 -5.01 -0.222
C 2.04 2.93 -6.22 -0.020
C 2.32 2.72 -3.74 0.012
C 2.68 2.03 -2.59 -0.245
C 2.53 2.73 -1.28 -0.050
C 3.54 -3.36 -1.53 -0.299
C 5.02 -3.25 -1.33 -0.044
C 2.95 -4.61 -1.68 0.016
H -0.11 -6.06 -2.10 0.083
H 1.21 -6.74 -1.14 0.095
H 1.38 -6.60 -2.89 0.097
H -0.30 -3.71 -1.96 0.126
H -0.62 -1.43 -1.91 0.082
H 0.71 -0.36 -2.35 0.080
H 0.36 -0.72 -0.64 0.011
H 2.77 -2.54 0.98 0.098
H 2.64 -3.26 3.32 0.126
H 2.84 -1.64 5.17 0.126
H 3.22 0.75 4.70 0.123
H 3.60 1.46 2.35 0.124
H 4.70 -1.49 -3.50 0.059
H 4.45 -1.23 -5.21 0.099
H 3.19 -2.02 -4.25 0.099
H 3.11 0.44 -6.10 0.132
H 2.35 2.43 -7.14 0.086
H 2.49 3.93 -6.21 0.096
H 0.96 3.07 -6.25 0.098
H 1.97 3.74 -3.65 0.133
H 2.46 3.80 -1.44 0.095
H 3.36 2.53 -0.60 0.069
H 1.60 2.42 -0.78 0.051
H 5.39 -2.23 -1.48 0.048
H 5.56 -3.89 -2.03 0.101
H 5.30 -3.55 -0.32 0.099
H 3.58 -5.49 -1.68 0.139
```

Summary:
2S+1: 1
Kohn-Sham gap (spin up / spin down): 5.59 / 5.59 eV
E_HOMO (spin up / spin down): -13.37 / -13.37 eV
total charge: +2
ΔE to the lowest compared entry with this formula, charge and spin: 0.000 eV

=====

Here is a molecular structure, C41H39AsN9OPSc from OMol25. Energies are from ωB97M-V/def2-TZVPD.

XYZ file:
```
93
Properties=species:S:1:pos:R:3:nbo_charge:R:1
Sc 0.40 -0.66 0.51 1.989
C 5.22 -3.74 0.87 -0.413
N 3.79 -3.46 0.70 -0.287
C 2.84 -4.41 0.53 -0.036
C 1.64 -3.76 0.45 -0.054
N 1.86 -2.41 0.57 -0.617
C 3.17 -2.26 0.72 0.084
P 4.02 -0.69 1.06 0.801
C 3.31 0.33 -0.28 0.101
N 2.01 0.46 -0.58 -0.619
C 1.93 1.42 -1.55 -0.065
C 3.19 1.86 -1.85 -0.037
N 4.05 1.17 -1.04 -0.291
C 5.50 1.35 -1.01 -0.412
C 2.91 -0.10 2.39 0.102
N 1.57 -0.06 2.34 -0.619
C 1.15 0.45 3.53 -0.063
C 2.24 0.71 4.32 -0.038
N 3.33 0.36 3.59 -0.289
C 4.71 0.45 4.07 -0.413
H 5.48 -4.57 0.22 0.246
H 5.43 -4.00 1.90 0.236
H 5.80 -2.87 0.58 0.229
H 3.08 -5.46 0.47 0.256
H 0.66 -4.18 0.31 0.232
H 0.99 1.74 -1.97 0.242
H 3.54 2.60 -2.55 0.254
H 5.78 1.96 -1.86 0.247
H 5.99 0.38 -1.10 0.232
H 5.80 1.84 -0.09 0.231
H 0.11 0.62 3.75 0.233
H 2.32 1.11 5.31 0.257
H 4.80 1.33 4.70 0.245
H 5.39 0.55 3.23 0.230
H 4.96 -0.44 4.65 0.238
C 1.20 -2.99 -4.90 -0.151
C 0.58 -3.99 -4.15 -0.189
C 0.02 -3.69 -2.92 -0.201
C 0.10 -2.39 -2.45 0.122
C 0.72 -1.38 -3.18 -0.218
C 1.26 -1.69 -4.42 -0.194
N -0.48 -2.03 -1.19 -0.240
N -1.45 -2.74 -0.86 -0.107
C -1.99 -2.52 0.45 0.281
C -3.29 -2.98 0.64 -0.192
C -3.82 -2.88 1.92 -0.108
C -3.02 -2.38 2.94 -0.203
C -1.75 -1.93 2.64 0.080
N -1.23 -1.98 1.41 -0.573
H 1.62 -3.23 -5.86 0.245
H 0.54 -5.00 -4.53 0.246
H -0.46 -4.47 -2.34 0.240
H 0.74 -0.37 -2.81 0.222
H 1.73 -0.91 -5.01 0.235
H -3.83 -3.42 -0.19 0.265
H -4.82 -3.23 2.12 0.258
H -3.38 -2.33 3.96 0.257
H -1.10 -1.53 3.41 0.219
O -0.85 0.80 0.53 -1.236
As -2.11 1.81 -0.06 1.998
C -2.09 1.60 -1.95 -0.459
C -2.49 0.38 -2.49 -0.205
C -2.39 0.17 -3.86 -0.186
C -1.89 1.18 -4.67 -0.159
C -1.49 2.39 -4.13 -0.214
C -1.59 2.61 -2.77 -0.140
C -1.70 3.57 0.49 -0.454
C -2.31 4.65 -0.15 -0.191
C -2.06 5.93 0.32 -0.184
C -1.23 6.13 1.41 -0.152
C -0.63 5.04 2.04 -0.212
C -0.86 3.76 1.58 -0.135
C -3.74 1.20 0.71 -0.370
C -3.79 1.09 2.09 -0.230
C -5.00 0.76 2.70 -0.191
C -6.13 0.55 1.92 -0.164
C -6.07 0.68 0.55 -0.212
C -4.88 1.02 -0.07 -0.151
H -2.89 -0.41 -1.86 0.222
H -2.70 -0.77 -4.29 0.241
H -1.82 1.02 -5.74 0.245
H -1.12 3.18 -4.78 0.245
H -1.28 3.56 -2.35 0.229
H -2.98 4.51 -0.99 0.231
H -2.53 6.78 -0.17 0.247
H -1.04 7.13 1.77 0.245
H 0.02 5.21 2.89 0.234
H -0.37 2.91 2.06 0.210
H -2.92 1.28 2.70 0.220
H -5.06 0.69 3.78 0.237
H -7.07 0.32 2.40 0.245
H -6.96 0.54 -0.05 0.246
H -4.85 1.15 -1.15 0.225
```

Summary:
2S+1: 1
Kohn-Sham gap: 7.53 eV
E_HOMO: -16.15 eV
total charge: +3

=====

Here is a molecular structure, C41H39BClN10O7PS2W at a distorted geometry from OMol25. Energies are from ωB97M-V/def2-TZVPD.

XYZ file:
```
103
Properties=species:S:1:pos:R:3:lowdin_charge:R:1
W 0.73 1.18 -0.70 1.869
C 0.22 -0.14 3.04 -0.051
C -0.78 0.68 2.28 -0.277
C -2.06 0.97 2.73 0.014
C -2.61 1.83 1.81 -0.025
N -1.71 2.04 0.84 0.031
N -0.58 1.31 1.11 -0.025
B -1.74 3.21 -0.18 -0.642
N -1.87 2.61 -1.60 0.048
C -2.83 2.69 -2.53 -0.015
C -2.45 1.92 -3.60 0.015
C -1.23 1.36 -3.27 -0.293
C -0.41 0.47 -4.14 0.004
N -0.87 1.79 -2.03 -0.049
N -0.36 3.93 -0.11 0.037
C -0.10 5.23 0.02 -0.028
C 1.26 5.41 0.15 0.020
C 1.82 4.14 0.09 -0.309
C 3.25 3.77 0.22 -0.001
N 0.82 3.25 -0.09 -0.076
N -2.85 4.17 0.19 -0.017
C -2.90 4.89 1.34 -0.098
C -4.17 5.36 1.49 -0.006
C -4.88 4.84 0.37 -0.336
C -6.32 5.04 0.02 -0.027
N -4.08 4.12 -0.39 0.115
H 0.32 0.29 4.04 0.099
H 1.19 -0.15 2.57 0.031
H -0.14 -1.16 3.14 0.051
H -2.52 0.61 3.64 0.121
H -3.58 2.30 1.78 0.137
H -3.70 3.29 -2.34 0.110
H -2.99 1.77 -4.53 0.121
H 0.05 1.06 -4.95 0.097
H -1.05 -0.28 -4.60 0.103
H 0.38 -0.04 -3.61 0.043
H -0.90 5.96 0.01 0.137
H 1.80 6.34 0.28 0.123
H 3.87 4.66 0.06 0.097
H 3.55 3.01 -0.49 0.050
H 3.46 3.38 1.22 0.096
H -2.03 5.02 1.98 0.130
H -4.56 5.97 2.29 0.111
H -6.49 6.05 -0.37 0.083
H -6.95 4.90 0.89 0.080
H -6.61 4.33 -0.75 0.077
O 4.48 0.77 1.44 -0.258
Cl 3.61 0.22 0.46 0.732
O 3.66 -1.19 0.38 -0.281
O 2.18 0.66 0.85 -0.506
O 3.85 0.83 -0.83 -0.355
S 1.71 -5.32 0.11 0.388
P 1.09 -4.42 1.77 0.078
S 0.73 -2.62 1.02 0.533
C 2.30 -4.41 3.09 -0.393
C 2.98 -3.24 3.42 -0.087
C 3.89 -3.24 4.47 -0.064
C 4.14 -4.41 5.17 -0.068
C 3.49 -5.59 4.82 -0.067
C 2.56 -5.59 3.79 -0.086
C -0.40 -5.13 2.47 -0.388
C -0.73 -4.87 3.80 -0.084
C -1.94 -5.31 4.31 -0.071
C -2.82 -6.01 3.50 -0.071
C -2.50 -6.28 2.18 -0.069
C -1.29 -5.84 1.66 -0.096
H 2.80 -2.34 2.84 0.066
H 4.42 -2.33 4.73 0.109
H 4.85 -4.41 5.99 0.109
H 3.70 -6.51 5.35 0.109
H 2.04 -6.50 3.52 0.117
H -0.04 -4.32 4.43 0.110
H -2.20 -5.10 5.34 0.108
H -3.77 -6.35 3.90 0.108
H -3.18 -6.83 1.55 0.108
H -1.02 -6.04 0.63 0.079
N 1.97 6.28 -4.41 0.191
C 2.14 5.16 -4.22 -0.155
C 2.35 3.76 -3.93 -0.169
C 3.22 2.97 -4.67 0.035
C 3.36 1.65 -4.31 0.007
C 2.68 1.17 -3.21 -0.111
N 1.85 1.94 -2.47 -0.045
C 1.68 3.20 -2.85 -0.062
H 3.75 3.38 -5.52 0.139
H 4.00 0.98 -4.86 0.129
H 2.79 0.15 -2.89 0.108
H 0.97 3.80 -2.31 0.117
O -2.43 -2.44 -1.57 0.105
C -1.39 -2.99 -2.20 -0.245
C -1.64 -4.14 -2.95 0.009
C -0.61 -4.76 -3.63 -0.044
C 0.70 -4.28 -3.56 -0.072
C 0.96 -3.15 -2.83 -0.026
C -0.08 -2.48 -2.16 -0.134
C 0.21 -1.25 -1.48 -0.646
O 1.35 -0.65 -1.57 -0.178
O -0.65 -0.56 -0.85 -0.113
H -2.14 -1.67 -1.05 0.093
H -2.66 -4.52 -2.99 0.128
H -0.83 -5.65 -4.21 0.115
H 1.50 -4.80 -4.08 0.111
H 1.96 -2.76 -2.74 0.129
```

Summary:
2S+1: 4
Kohn-Sham gap (spin up / spin down): 6.89 / 6.45 eV
E_HOMO (spin up / spin down): -10.63 / -10.68 eV
total charge: +1
ΔE to the lowest compared entry with this formula, charge and spin: 0.474 eV

=====

Taking the records one at a time from the top gives E_tot values of -6480.736799 -5491.042942 -4349.658363 hartree.